The following is a quantum chemistry calculation of a 2-piece molecular cluster, C6H12N3OP overall in a non-equilibrium geometry, from the OMol25 dataset.

Structure (XYZ):
```
23
Properties=species:S:1:pos:R:3:forces:R:3:mulliken_charge:R:1
C -1.6725 -1.4244 -0.8858 2.6268 2.0242 1.1073 0.20
C 2.4729 -0.5294 -0.5217 0.2444 0.7661 0.0402 0.27
C -0.7133 1.6202 1.7861 0.5265 1.4382 -1.3213 0.18
C -2.5714 -2.2208 -1.7741 1.7179 2.6478 -2.9291 -0.87
C 3.7500 -1.1086 -0.9658 1.1218 3.0814 0.7588 -1.02
C -1.0776 3.0600 2.1518 2.1069 -1.9685 -1.6469 -1.18
N -0.8900 -1.9855 -0.0201 -0.7770 0.1333 -1.2637 -0.52
N 1.7028 -1.3722 -0.0093 -2.8548 0.7022 1.1349 -0.41
N -0.7966 1.1374 0.6260 1.4976 -2.4426 0.7815 -0.64
O 0.3662 -1.6173 2.2564 0.0067 0.8400 0.0076 -0.59
P 0.2297 -1.1098 0.8841 -0.7519 0.8968 -1.1136 0.72
H -1.5394 -0.2769 -0.8972 -0.9853 -1.5487 -0.4948 0.43
H 2.4555 0.6223 -0.5735 -0.7899 -1.5791 0.3561 0.31
H -0.2703 1.2169 2.6454 0.6866 -1.7059 1.2127 0.36
H -2.9822 -1.6290 -2.7156 1.0814 -1.1359 2.0388 0.26
H -3.3443 -2.3552 -1.1333 -2.8859 -1.3028 1.5594 0.28
H -2.0185 -3.0972 -2.0679 -0.3341 -0.5412 -0.0393 0.30
H 4.2560 -1.2092 0.0011 0.3121 -0.8724 -0.3445 0.28
H 4.2540 -0.2480 -1.3954 0.6482 -0.2822 -0.6955 0.33
H 3.7085 -1.9243 -1.6205 -0.0310 -1.3280 -0.4851 0.31
H -0.2581 3.4274 2.7460 0.0656 0.4927 0.1745 0.31
H -1.9043 2.8463 2.6969 -2.8383 0.4517 2.0265 0.36
H -1.2605 3.5543 1.2444 -0.3943 1.2329 -0.8644 0.32
```
Positions in Å, forces in eV/Å.

The gap between HOMO and LUMO (alpha / beta) is 8.1 / 8.1 eV. As for the net charge: 0.